1.
Computed, not measured: C32H68Cl24O4 as an isolated structure, with ωB97M-V/def2-TZVPD.

Output
Kohn-Sham gap (eV): 8.994
Net charge: 0
Molar mass (g mol⁻¹): 1367.76
DFT total energy (eV): -343009.439
Maximum force (eV/A): 9.9

Element x y z (Å)
C -19.870 2.624 15.928
O -19.760 3.938 15.370
C -20.332 4.923 16.210
C -21.861 4.980 16.146
O -22.405 4.116 17.128
C -23.734 3.675 16.973
H -19.314 1.973 15.257
H -20.921 2.339 15.992
H -19.408 2.682 16.916
H -19.950 5.855 15.797
H -20.075 4.840 17.271
H -22.181 4.691 15.139
H -22.241 6.001 16.263
H -24.408 4.191 17.664
H -23.914 2.618 17.185
H -24.105 3.780 15.949
C -24.346 12.435 17.093
O -23.203 12.443 17.921
C -23.180 11.271 18.732
C -22.419 10.099 18.133
O -21.039 10.281 17.885
C -20.324 9.185 17.329
H -24.284 13.271 16.395
H -25.259 12.624 17.675
H -24.453 11.519 16.513
H -24.172 10.947 19.060
H -22.794 11.471 19.730
H -22.890 9.867 17.171
H -22.550 9.246 18.806
H -19.923 8.560 18.133
H -19.476 9.570 16.767
H -20.961 8.462 16.811
Cl -23.790 8.183 14.996
C -24.980 7.005 15.726
C -25.792 6.347 14.605
Cl -24.695 5.461 13.477
H -25.639 7.713 16.227
H -24.460 6.361 16.427
H -26.343 7.016 13.949
H -26.465 5.601 15.024
Cl -23.608 14.103 21.929
C -24.350 13.688 20.357
C -25.549 14.591 20.141
Cl -26.278 14.224 18.517
H -24.550 12.621 20.390
H -23.589 13.759 19.583
H -25.224 15.629 20.130
H -26.335 14.485 20.884
Cl -20.478 7.917 13.942
C -19.899 7.592 12.299
C -20.549 6.389 11.654
Cl -22.299 6.786 11.395
H -18.832 7.396 12.420
H -19.981 8.434 11.613
H -20.488 5.523 12.311
H -20.159 6.152 10.668
Cl -26.209 4.618 20.109
C -25.017 5.430 21.155
C -23.926 6.119 20.325
Cl -24.695 7.140 19.045
H -24.565 4.646 21.759
H -25.539 6.179 21.745
H -23.297 5.362 19.856
H -23.292 6.687 20.996
Cl -17.543 11.205 18.568
C -18.865 10.348 19.338
C -19.329 11.108 20.609
Cl -21.020 10.746 21.093
H -18.678 9.309 19.585
H -19.693 10.310 18.590
H -19.202 12.178 20.466
H -18.718 10.943 21.495
Cl -23.057 16.542 17.345
C -23.510 16.219 15.629
C -22.643 17.122 14.722
Cl -23.033 16.594 13.107
H -24.571 16.395 15.471
H -23.292 15.165 15.478
H -21.564 17.032 14.799
H -22.989 18.145 14.858
Cl -22.680 13.113 14.047
C -22.271 11.368 14.134
C -22.809 10.579 12.956
Cl -22.273 11.190 11.363
H -22.672 11.082 15.105
H -21.183 11.370 14.180
H -23.890 10.502 12.878
H -22.402 9.572 13.029
Cl -26.097 11.033 14.606
C -27.549 11.496 15.515
C -27.843 10.420 16.566
Cl -26.694 10.393 17.925
H -28.383 11.573 14.819
H -27.408 12.482 15.954
H -27.804 9.441 16.091
H -28.860 10.498 16.949
Cl -14.684 11.070 15.927
C -15.482 9.907 14.849
C -16.991 10.077 14.864
Cl -17.626 11.670 14.430
H -15.200 8.930 15.233
H -15.123 10.037 13.829
H -17.349 9.866 15.873
H -17.486 9.326 14.248
Cl -24.178 8.286 20.929
C -25.056 9.770 21.391
C -26.469 9.757 20.868
Cl -27.220 11.323 21.219
H -24.506 10.587 20.932
H -25.020 9.886 22.472
H -27.097 9.000 21.334
H -26.526 9.622 19.784
Cl -20.758 13.631 18.713
C -20.655 13.438 16.926
C -19.348 13.912 16.357
Cl -19.254 15.696 16.314
H -21.548 13.902 16.512
H -20.740 12.370 16.721
H -19.126 13.524 15.366
H -18.523 13.569 16.980
Cl -17.776 8.944 23.098
C -19.545 9.020 23.314
C -20.362 8.004 22.565
Cl -20.239 8.235 20.793
H -19.947 10.027 23.216
H -19.666 8.875 24.390
H -21.398 8.169 22.860
H -20.049 6.983 22.767

Results of the Mulliken charge analysis, in e, for atoms 1 through 99:
1 C -0.684
2 O -0.436
3 C -0.447
4 C 0.646
5 O -0.335
6 C -0.499
7 H 0.262
8 H 0.197
9 H 0.320
10 H 0.139
11 H 0.466
12 H 0.229
13 H -0.501
14 H -0.006
15 H 0.310
16 H 0.251
17 C -0.162
18 O 0.786
19 C 0.380
20 C 0.277
21 O 0.683
22 C -0.187
23 H 0.080
24 H -0.603
25 H -0.104
26 H -0.812
27 H 0.273
28 H -1.020
29 H 0.103
30 H 0.248
31 H -0.054
32 H -0.260
33 Cl 0.276
34 C 0.247
35 C -0.678
36 Cl -0.176
37 H 0.032
38 H -0.497
39 H 0.385
40 H 0.461
41 Cl -0.233
42 C 1.657
43 C -0.604
44 Cl -0.118
45 H -0.810
46 H -0.455
47 H 0.417
48 H 0.378
49 Cl 0.201
50 C -0.936
51 C -0.437
52 Cl -0.173
53 H 0.390
54 H 0.375
55 H 0.202
56 H 0.410
57 Cl -0.191
58 C -0.399
59 C -0.657
60 Cl 0.077
61 H 0.412
62 H 0.210
63 H 0.390
64 H 0.340
65 Cl -0.168
66 C 1.375
67 C -0.881
68 Cl -0.256
69 H 0.573
70 H -1.365
71 H 0.558
72 H 0.334
73 Cl -0.195
74 C 0.332
75 C -0.252
76 Cl -0.204
77 H 0.439
78 H -0.808
79 H 0.152
80 H 0.362
81 Cl -0.137
82 C 0.946
83 C 0.411
84 Cl -0.220
85 H -1.022
86 H 0.238
87 H 0.066
88 H -0.284
89 Cl -0.028
90 C -0.519
91 C -0.860
92 Cl 0.114
93 H 0.420
94 H 0.190
95 H 0.265
96 H 0.415
97 Cl -0.186
98 C -0.462
99 C 0.288

2.
Computed, not measured: C8H11BrCdClN2P as an isolated structure, with ωB97M-V/def2-TZVPD.

Output
Kohn-Sham gap (eV): 2.942
Net charge: +2
Molar mass (g mol⁻¹): 393.93
DFT total energy (eV): -107849.278
Maximum force (eV/A): 3.7

Element x y z (Å)
C 1.905 -2.108 0.735
C 0.545 -1.705 1.385
P -0.148 -0.080 0.854
C 1.098 1.282 0.768
C 2.294 1.061 -0.239
C -1.165 -0.200 -0.706
Cl -1.995 -1.796 -0.804
C -0.376 -0.006 -1.973
N 0.070 0.123 -3.003
C -2.289 0.884 -0.679
Br -3.277 0.896 -2.451
C -3.330 0.585 0.343
N -4.152 0.565 1.120
H 2.111 -3.165 0.969
H 2.721 -1.536 1.207
H 1.953 -1.944 -0.349
H 0.623 -1.680 2.486
H -0.173 -2.514 1.166
H 0.549 2.175 0.415
H 1.487 1.477 1.777
H 2.169 0.183 -0.879
H 3.200 0.899 0.368
H 2.476 1.978 -0.815
H -1.884 1.893 -0.501
Cd -4.413 2.730 -1.196

Want to see where the charge sits? The Mulliken charges in e are:
1 C -1.077
2 C -0.438
3 P 0.259
4 C -0.375
5 C -1.022
6 C 0.340
7 Cl 0.041
8 C -0.347
9 N -0.273
10 C -0.705
11 Br 0.043
12 C 0.693
13 N -0.233
14 H 0.367
15 H 0.326
16 H 0.269
17 H 0.426
18 H 0.399
19 H 0.269
20 H 0.465
21 H 0.236
22 H 0.341
23 H 0.300
24 H 0.724
25 Cd 0.972